[1]
The following is a DFT calculation (ωB97M-V with the def2-TZVPD basis set) of a structure of composition C23H33CeCl2N4O4.

Results
LUMO energy (alpha / beta) ... 0.0024 / 0.0025 hartree
Spin multiplicity ... 2
Gap between HOMO and LUMO (alpha / beta) ... 0.273 / 0.296 Ha
Net charge ... 0
⟨S²⟩ ... 0.75

Last column: Mulliken charge in e.
Geometry (Å):
O (0.265379, 0.115380, -1.545582)  -0.26
C (-0.669281, 0.387479, -2.549393)  0.50
C (-0.328979, 1.713656, -3.227920)  -0.70
C (0.526794, 2.653775, -2.650046)  0.79
H (0.962013, 2.470974, -1.660814)  0.05
C (0.765320, 3.867910, -3.300622)  -1.02
H (1.429806, 4.596883, -2.833421)  0.43
C (0.147709, 4.146655, -4.522074)  -0.46
H (0.322490, 5.099054, -5.027638)  0.38
C (-0.709561, 3.199249, -5.099772)  -0.71
H (-1.209750, 3.399219, -6.047019)  0.38
C (-0.932100, 1.979680, -4.460660)  -0.16
H (-1.614864, 1.220026, -4.855294)  0.37
H (-0.629875, -0.389919, -3.336222)  0.39
C (-2.554873, -1.050961, -1.576353)  -1.33
C (-2.091576, 0.325888, -1.953964)  0.33
H (-3.648516, -1.098410, -1.539135)  0.51
H (-2.167530, -1.368509, -0.587634)  0.02
H (-2.200132, -1.772478, -2.324952)  0.34
C (-2.735187, 1.463980, -1.627391)  0.17
C (-4.050339, 1.562578, -0.939192)  -1.58
H (-2.260329, 2.417460, -1.858381)  0.32
H (-4.771881, 2.054858, -1.595281)  0.42
H (-3.927593, 2.196041, -0.057804)  0.29
H (-4.468447, 0.605942, -0.615934)  0.32
Ce (0.069025, 0.319597, 0.606612)  0.87
Cl (0.915044, 2.827329, 0.895450)  -0.53
Cl (-2.361862, 0.740229, 1.512888)  -0.61
H (4.804396, 1.415176, -2.337918)  0.34
H (5.136918, 1.799791, 0.330755)  0.34
C (3.745812, 1.448841, -2.049129)  -1.04
C (4.051662, 1.659323, 0.421724)  -0.80
N (3.553942, 0.896133, -0.716868)  0.35
H (3.155337, 0.867217, -2.767854)  0.36
C (2.987619, -0.304373, -0.574245)  -0.05
O (2.414650, -0.691714, 0.468700)  -0.64
H (3.813378, 1.133945, 1.350811)  0.13
H (3.013877, -0.919273, -1.489422)  0.51
H (3.409291, 2.491657, -2.069397)  0.31
H (3.569735, 2.643294, 0.424294)  0.33
H (-0.438505, -5.348465, 1.042061)  0.33
H (1.444657, -5.719124, -0.912055)  0.33
C (-0.906828, -4.766384, 0.239009)  -0.99
C (0.911393, -4.946240, -1.478294)  -0.92
N (0.104836, -4.122220, -0.590295)  0.28
H (-1.567310, -4.006706, 0.664038)  0.27
C (0.363767, -2.819309, -0.459440)  0.61
O (-0.172635, -2.086835, 0.417636)  -0.67
H (1.638124, -4.313236, -1.994941)  0.27
H (1.067820, -2.403597, -1.188763)  -0.09
H (-1.485942, -5.466980, -0.369614)  0.35
H (0.292028, -5.457995, -2.223437)  0.33
N (-2.058696, -1.074812, 7.160486)  -0.30
C (-2.088631, -1.033438, 5.794210)  0.29
O (-3.035819, -1.419840, 5.128360)  -0.62
C (-0.849689, -0.475690, 5.181692)  -0.01
C (0.282198, 0.052523, 5.829752)  -0.31
C (1.338079, 0.540955, 5.061142)  -1.15
C (1.265455, 0.498968, 3.658447)  0.16
N (0.204984, -0.058564, 3.053620)  0.20
C (-0.829213, -0.523483, 3.789726)  -0.01
H (-2.858398, -1.479819, 7.626310)  0.24
H (-1.281475, -0.781537, 7.698313)  0.13
H (0.342548, 0.080148, 6.918885)  0.25
H (2.238684, 0.958850, 5.500861)  0.41
H (2.045168, 0.925590, 3.010316)  0.18
H (-1.694106, -0.876363, 3.228087)  0.75

Forces on atoms 1 to 6 (eV/Å):
O 0.16 -0.46 -0.70
C 0.08 0.28 0.05
C -0.22 -0.15 -0.13
C -0.19 0.00 -0.02
H -0.18 0.03 -0.55
C -0.13 -0.11 -0.15

---

[2]
The following is a DFT calculation (ωB97M-V with the def2-TZVPD basis set) of the ion C5H14N3 with charge +1.

Results
SMILES ... C[C@@H]([NH3+])C/C(N)=C/N
LUMO energy ... -0.1195 hartree
Spin multiplicity ... 1
Gap between HOMO and LUMO ... 0.293 Ha
Net charge ... +1
Energy above the lowest of the compared OMol25 structures with the same formula, charge and spin ... 238.1 kJ/mol

Last column: Mulliken charge in e.
Geometry (Å):
C (-0.316175, 1.254596, 2.514423)  -1.46
C (0.468498, 1.074135, 1.196737)  0.43
N (1.201209, -0.264637, 1.420136)  -0.44
C (-0.450451, 1.110236, -0.001232)  -0.84
C (-0.166020, 0.036278, -0.925804)  0.29
N (1.116355, 0.033624, -1.621947)  -0.58
C (-1.146787, -0.961045, -1.114243)  -0.34
N (-1.008230, -2.136177, -1.882654)  -0.46
H (0.452291, 1.468983, 3.257354)  0.46
H (-0.787653, 0.392266, 3.050031)  0.41
H (-1.174203, 1.919730, 2.327677)  0.36
H (1.284508, 1.829653, 1.086705)  0.35
H (1.731186, -0.644874, 0.519166)  0.37
H (1.852295, -0.122265, 2.292506)  0.41
H (0.573002, -1.042577, 1.692949)  0.38
H (-1.565017, 1.049106, 0.380827)  0.35
H (-0.397401, 2.112847, -0.525949)  0.29
H (1.186239, -0.608640, -2.424241)  0.20
H (1.340575, 0.940234, -1.972043)  0.22
H (-2.003950, -1.095717, -0.326915)  0.22
H (-1.788889, -2.518750, -2.283309)  0.22
H (-0.202713, -2.194872, -2.502792)  0.15

Forces on atoms 1 to 6 (eV/Å):
C 0.24 -0.29 0.42
C 0.04 -0.14 1.44
N 2.04 -0.89 -0.23
C -2.08 1.30 0.47
C -2.31 -3.82 -2.59
N -0.95 -0.85 0.57

---

no.,electronic energy (Eh)
1,-2811.9254
2,-362.8885